Entry 1:
Entry from the Open Molecules 2025 dataset: C42H41NO3P2RuS as an isolated structure (ωB97M-V/def2-TZVPD).

As for the HOMO energy (spin up / spin down): -12.97 / -12.92 eV. As for the orbital gap (spin up / spin down): 7.62 / 2.28 eV. As for the expectation value of S²: 6.019. As for the multiplicity: 5. The charge is +2.

Element x y z (Å)
Ru (-0.152, 0.334, -0.068)
C (-0.942, 6.935, -1.904)
C (0.358, 6.621, -1.870)
C (1.412, 7.342, -1.075)
C (0.986, 7.868, 0.318)
C (0.148, 6.924, 1.137)
C (-1.188, 6.860, 1.129)
C (-2.108, 7.677, 0.274)
C (-1.596, 8.053, -1.138)
C (-0.412, -0.892, 1.647)
H (-1.631, 6.394, -2.565)
H (0.746, 5.841, -2.532)
H (1.803, 8.202, -1.649)
H (2.270, 6.661, -0.941)
H (1.915, 8.042, 0.885)
H (0.499, 8.845, 0.208)
H (0.735, 6.298, 1.820)
H (-1.717, 6.252, 1.865)
H (-2.372, 8.615, 0.796)
H (-3.055, 7.123, 0.164)
H (-2.481, 8.362, -1.717)
H (-0.939, 8.929, -1.066)
H (-1.105, -1.669, 1.271)
H (-0.727, -0.500, 2.631)
H (0.611, -1.311, 1.730)
P (0.660, 1.848, -1.467)
P (-0.204, 1.837, 1.444)
C (0.774, 3.390, -0.547)
C (0.511, 3.345, 0.782)
C (2.220, 1.694, -2.400)
C (3.034, 2.788, -2.750)
C (4.175, 2.579, -3.538)
C (4.541, 1.284, -3.932)
C (3.775, 0.187, -3.516)
C (2.634, 0.401, -2.747)
C (-0.683, 2.008, -2.714)
C (-1.997, 1.881, -2.253)
C (-3.066, 2.155, -3.118)
C (-2.814, 2.492, -4.451)
C (-1.498, 2.511, -4.935)
C (-0.428, 2.277, -4.069)
C (0.796, 1.565, 2.957)
C (2.076, 1.021, 2.788)
C (2.900, 0.839, 3.906)
C (2.435, 1.206, 5.174)
C (1.128, 1.683, 5.341)
C (0.294, 1.849, 4.233)
C (-1.912, 2.217, 1.969)
C (-2.864, 1.195, 2.057)
C (-4.113, 1.466, 2.629)
C (-4.431, 2.772, 3.017)
C (-3.521, 3.817, 2.802)
C (-2.263, 3.541, 2.264)
H (1.023, 4.295, -1.100)
H (0.755, 4.119, 1.511)
H (2.780, 3.794, -2.414)
H (4.790, 3.430, -3.846)
H (5.424, 1.121, -4.554)
H (4.056, -0.836, -3.780)
H (2.042, -0.449, -2.406)
H (-2.164, 1.551, -1.217)
H (-4.093, 2.104, -2.750)
H (-3.643, 2.731, -5.122)
H (-1.307, 2.712, -5.991)
H (0.600, 2.296, -4.432)
H (2.411, 0.728, 1.787)
H (3.900, 0.416, 3.785)
H (3.087, 1.106, 6.043)
H (0.748, 1.925, 6.334)
H (-0.732, 2.200, 4.343)
H (-2.610, 0.196, 1.697)
H (-4.829, 0.653, 2.770)
H (-5.398, 2.980, 3.480)
H (-3.789, 4.846, 3.056)
H (-1.546, 4.336, 2.068)
O (-3.164, -3.987, -1.870)
S (-2.078, -3.910, -0.929)
O (-2.259, -4.436, 0.402)
N (-1.434, -2.371, -0.852)
C (-0.222, -2.286, -1.375)
O (0.462, -1.204, -1.363)
C (0.328, -3.551, -1.881)
C (1.632, -3.819, -2.310)
C (1.986, -5.152, -2.491)
C (1.041, -6.173, -2.291)
C (-0.270, -5.881, -1.887)
C (-0.590, -4.552, -1.653)
H (2.331, -3.002, -2.469)
H (3.002, -5.414, -2.780)
H (1.331, -7.209, -2.444)
H (-1.030, -6.645, -1.747)

---

Entry 2:
Entry from the Open Molecules 2025 dataset: C52H44NOP2SeSrTe as an isolated structure (ωB97M-V/def2-TZVPD).

As for the HOMO energy: -9.57 eV. As for the orbital gap: 6.40 eV. As for the multiplicity: 1. The charge is +1.

Element x y z (Å)
Sr (-1.598, 1.621, -1.326)
C (4.694, 0.517, 3.846)
C (3.940, -0.753, 3.419)
C (4.388, -1.938, 4.290)
C (4.255, -1.055, 1.955)
C (5.555, -1.351, 1.547)
C (5.850, -1.636, 0.227)
C (4.846, -1.612, -0.735)
C (3.542, -1.299, -0.383)
P (2.055, -1.296, -1.478)
C (1.946, 0.494, -1.928)
C (1.586, 1.390, -0.906)
C (1.512, 2.755, -1.145)
C (1.736, 3.259, -2.424)
C (2.051, 2.381, -3.449)
C (2.172, 1.015, -3.200)
C (2.558, -2.083, -3.046)
C (3.691, -1.782, -3.809)
C (3.962, -2.479, -4.975)
C (3.104, -3.485, -5.402)
C (1.969, -3.783, -4.666)
C (1.701, -3.087, -3.494)
C (3.283, -1.047, 0.969)
O (1.968, -0.792, 1.257)
C (1.564, -0.598, 2.546)
C (0.181, -0.466, 2.681)
C (-0.338, -0.187, 3.934)
C (0.522, -0.083, 5.024)
C (1.885, -0.270, 4.859)
C (2.443, -0.536, 3.607)
P (-0.760, -0.634, 1.129)
C (-0.620, -2.400, 0.699)
C (-1.043, -2.789, -0.570)
C (-1.066, -4.128, -0.921)
C (-0.640, -5.091, -0.015)
C (-0.200, -4.710, 1.243)
C (-0.196, -3.368, 1.602)
C (-2.465, -0.633, 1.782)
C (-3.236, 0.499, 1.560)
C (-4.517, 0.630, 2.075)
C (-5.055, -0.416, 2.807)
C (-4.311, -1.572, 3.014)
C (-3.021, -1.677, 2.521)
H (5.770, 0.381, 3.732)
H (4.495, 0.750, 4.893)
H (4.391, 1.370, 3.239)
H (5.465, -2.090, 4.216)
H (3.889, -2.857, 3.979)
H (4.152, -1.757, 5.339)
H (6.350, -1.368, 2.282)
H (6.864, -1.882, -0.059)
H (5.089, -1.873, -1.752)
H (1.432, 1.015, 0.100)
H (1.321, 3.434, -0.323)
H (1.683, 4.322, -2.607)
H (2.229, 2.757, -4.448)
H (2.429, 0.355, -4.018)
H (4.354, -0.981, -3.510)
H (4.844, -2.236, -5.553)
H (3.324, -4.035, -6.308)
H (1.295, -4.563, -4.997)
H (0.819, -3.327, -2.912)
H (-1.404, -0.059, 4.066)
H (0.123, 0.134, 6.005)
H (2.533, -0.204, 5.724)
H (-1.368, -2.043, -1.288)
H (-1.413, -4.422, -1.904)
H (-0.651, -6.138, -0.291)
H (0.135, -5.457, 1.951)
H (0.151, -3.078, 2.587)
H (-2.830, 1.273, 0.924)
H (-5.092, 1.531, 1.902)
H (-6.058, -0.338, 3.205)
H (-4.746, -2.401, 3.558)
H (-2.451, -2.581, 2.698)
Se (-4.038, 0.301, -1.968)
C (-5.809, -0.031, -1.381)
C (-6.238, -1.336, -1.167)
C (-7.538, -1.550, -0.739)
N (-8.419, -0.578, -0.507)
C (-8.000, 0.667, -0.718)
C (-6.723, 0.990, -1.153)
H (-5.566, -2.169, -1.327)
H (-7.891, -2.563, -0.573)
H (-8.724, 1.454, -0.534)
H (-6.467, 2.027, -1.330)
C (-1.878, 3.665, 0.273)
Te (-3.837, 3.564, -0.707)
C (-2.646, 3.666, -2.532)
C (-1.473, 4.513, -2.066)
C (-0.910, 5.463, -2.920)
C (-0.093, 6.463, -2.426)
C (0.156, 6.550, -1.059)
C (-0.387, 5.613, -0.199)
C (-1.185, 4.588, -0.705)
H (-1.239, 2.794, 0.545)
H (-2.096, 4.155, 1.219)
H (-3.241, 4.211, -3.261)
H (-2.473, 2.697, -3.039)
H (-1.152, 5.440, -3.976)
H (0.314, 7.205, -3.101)
H (0.754, 7.362, -0.667)
H (-0.212, 5.681, 0.867)

---

| no. | largest force on an atom (hartree/bohr) |
| --- | --- |
| 1 | 0.1298 |
| 2 | 0.0585 |